[1]
Entry from the OMol25 dataset: a molecular structure, C2H6Se in a non-equilibrium geometry (ωB97M-V with the def2-TZVPD basis set).

For the energy above the lowest of the compared OMol25 structures with the same formula, charge and spin, the calculation gives 3.7599 eV. The HOMO energy (spin up / spin down) comes out at -7.66 / -7.78 eV. The calculation puts the HOMO-LUMO gap (spin up / spin down) at 7.72 / 7.83 eV. Its charge is 0.

Structure (XYZ):
```
9
Properties=species:S:1:pos:R:3:forces:R:3:nbo_charge:R:1
C 0.01044 -1.51806 1.06099 2.444 -1.244 2.122 -0.91
C -0.80286 0.38059 -1.07208 -2.886 -0.224 -0.204 -0.84
Se -1.27468 -0.61468 0.36930 -1.146 1.657 -1.387 0.85
H 0.97904 -1.67444 0.59497 -0.247 0.250 -0.256 0.22
H 1.45319 1.64382 -0.08799 -0.402 1.127 0.498 -0.01
H 0.05528 -1.74127 2.16905 -0.697 0.270 -1.506 0.24
H -1.71847 0.66499 -1.71192 1.617 -0.525 1.209 0.23
H 1.14318 2.31105 0.16832 0.543 -1.047 -0.389 0.01
H 0.15489 0.54799 -1.49062 0.775 -0.263 -0.086 0.21
```
Positions in Å, forces in eV/Å.

[2]
Entry from the OMol25 dataset: a molecular structure, C22H51F3N2NbO7 in a non-equilibrium geometry (ωB97M-V with the def2-TZVPD basis set).

The HOMO energy comes out at -4.86 eV. The calculation puts the HOMO-LUMO gap at 6.78 eV. Its charge is -1.

Structure (XYZ):
```
86
Properties=species:S:1:pos:R:3:forces:R:3:mulliken_charge:R:1
C -8.15264 -2.37812 -1.14993 -0.769 -0.396 -0.768 -0.69
C -8.44165 -1.45134 -2.50977 2.606 4.999 -0.246 0.63
O -7.89247 -0.20848 -2.60414 -3.875 -8.275 0.225 -0.54
O -9.25497 -2.08019 -3.56309 2.958 1.564 1.854 -0.37
C -8.74060 -1.79343 -4.91258 0.065 0.077 -2.147 -0.48
C -7.20657 -2.30153 -5.19306 0.069 0.878 -0.972 0.00
C -6.64789 -1.54578 -6.57524 0.033 -0.515 0.870 -0.78
C -4.99236 -1.39646 -6.42756 -0.837 0.254 -1.769 0.44
C -4.56461 0.17925 -6.30000 -1.122 0.444 -1.192 -0.95
Nb -3.04114 0.66022 -4.68235 -1.210 -1.331 -0.938 -0.67
C -2.04026 -1.38053 -4.76728 1.409 -1.535 0.556 -1.02
C -2.05714 -2.12644 -3.27196 0.987 -0.182 -1.253 0.30
O -1.90392 -1.16310 -2.16003 -1.691 -1.676 -0.593 -0.45
C -3.30757 -3.16936 -3.08167 -0.357 -1.051 1.282 0.64
F -3.55526 -4.03093 -4.26283 0.412 2.758 3.857 -0.25
F -4.58617 -2.50687 -2.63437 3.873 -2.440 -1.642 -0.22
F -2.93957 -4.11095 -1.95894 -1.497 2.487 -3.268 -0.32
H -8.79844 -3.37669 -1.24492 1.405 2.279 0.264 0.25
H -7.00462 -2.69360 -1.11270 -2.537 0.992 -0.254 0.13
H -8.46147 -1.78518 -0.16516 0.776 -1.202 -2.383 0.29
H -8.89613 -0.65237 -5.22637 0.593 -2.414 1.101 0.30
H -9.43546 -2.40512 -5.66636 1.322 1.236 1.902 0.27
H -7.16829 -3.44977 -5.41578 -0.193 2.096 0.731 0.24
H -6.43226 -2.03145 -4.35778 -1.825 -0.465 -1.317 -0.03
H -7.15077 -0.48488 -6.71305 1.101 -2.171 0.370 0.33
H -6.96007 -2.21500 -7.48398 0.688 1.294 1.557 0.28
H -4.61737 -2.09068 -5.56400 -0.737 1.356 -1.700 -0.34
H -4.56589 -1.77235 -7.47750 -0.574 0.543 2.474 0.26
H -4.17677 0.58274 -7.33445 -0.920 -0.850 1.815 0.21
H -5.53768 0.82573 -6.05397 1.963 -1.296 -0.429 0.37
H -4.17838 0.17837 -3.33488 -0.245 0.011 0.709 0.00
H -1.76855 1.16567 -3.48052 0.338 0.612 -0.159 0.10
H -1.88648 1.19027 -6.01836 0.297 0.284 0.123 -0.02
H -3.68062 2.37892 -4.65227 0.270 0.233 0.039 -0.01
H -2.42947 -2.10947 -5.59518 0.696 1.221 1.571 0.31
H -0.89183 -1.19056 -5.00997 -2.270 -0.514 0.594 0.28
H -1.06577 -2.79020 -3.25836 -2.426 1.130 0.392 0.22
H -2.79342 -0.87626 -1.78944 1.272 -0.428 -1.183 0.26
C 3.91430 -1.10500 2.99867 -0.291 -0.315 -0.014 -0.69
O 2.54572 -1.46960 2.87534 0.366 0.466 0.132 -0.37
C 1.66518 -0.33976 2.81991 -0.556 -0.268 -0.451 -0.36
C 1.03780 -0.21353 1.42188 0.756 0.060 0.254 -0.26
N 2.03286 0.20266 0.42734 -0.047 -0.188 0.197 -0.28
C 1.56207 0.09137 -0.95808 0.204 -0.202 -0.087 -0.92
C 1.23057 -1.32112 -1.48181 -0.032 0.455 -0.385 0.01
O 2.36847 -2.17543 -1.60698 -0.218 -0.112 0.412 -0.47
C 2.72955 -2.85333 -0.41239 0.216 0.030 -0.473 -0.56
H 4.49346 -2.01363 3.18646 -0.163 0.057 -0.033 0.29
H 4.27870 -0.65295 2.07317 0.148 0.164 0.009 0.30
H 4.06441 -0.41652 3.83516 0.017 0.061 -0.016 0.30
H 2.16205 0.58982 3.12422 0.102 -0.158 -0.122 0.02
H 0.86353 -0.53493 3.54016 0.043 0.040 -0.032 0.38
H 0.23148 0.52549 1.45457 0.034 -0.017 -0.040 0.41
H 0.60513 -1.18337 1.16393 -0.216 -0.090 0.139 0.17
H 2.86581 -0.37683 0.52594 -0.330 0.166 0.015 0.09
H 2.35671 0.50595 -1.58981 -0.141 -0.089 -0.016 0.35
H 0.68802 0.73945 -1.09032 0.003 -0.173 0.020 0.42
H 0.83815 -1.20233 -2.49870 0.063 0.018 0.159 0.15
H 0.43293 -1.80861 -0.91107 0.126 -0.007 0.082 0.31
H 1.86629 -3.08641 0.21643 0.008 0.126 0.019 0.26
H 3.46089 -2.26430 0.14391 -0.044 -0.055 0.296 0.17
H 3.21782 -3.79245 -0.68745 -0.083 0.057 -0.077 0.32
C 7.16968 3.54167 8.62739 -0.312 0.242 -0.074 -0.72
O 6.79120 4.51958 7.66738 0.511 -0.309 0.064 -0.33
C 7.71821 4.62830 6.57936 -0.508 0.229 -0.479 -0.78
C 7.08402 4.11194 5.27736 0.191 -0.383 0.668 -0.17
N 6.91387 2.65507 5.30926 -0.120 0.223 0.024 -0.35
C 6.08522 2.13548 4.21528 -0.190 -0.083 0.351 -0.72
C 4.60857 2.57942 4.17333 0.094 -0.498 -0.282 -0.46
O 3.82055 2.07650 5.25336 0.246 0.478 -0.194 -0.42
C 3.87824 2.85822 6.43765 -0.240 -0.393 0.031 -0.60
H 6.49956 3.63096 9.48721 0.053 0.074 -0.175 0.24
H 7.06472 2.53510 8.21571 0.167 -0.127 0.075 0.31
H 8.19685 3.70098 8.96764 0.012 -0.077 -0.013 0.34
H 8.66944 4.12467 6.79180 -0.223 -0.116 0.031 0.40
H 7.93136 5.69572 6.45821 0.006 -0.064 -0.013 0.39
H 7.72619 4.38038 4.43302 -0.017 -0.039 0.009 0.36
H 6.12333 4.61790 5.15321 -0.004 0.278 -0.024 0.18
H 6.47659 2.38938 6.19104 0.170 0.136 -0.299 0.09
H 6.10507 1.04265 4.30339 -0.086 0.118 -0.084 0.39
H 6.56278 2.38035 3.25954 -0.068 0.088 0.071 0.39
H 4.17034 2.15061 3.26436 0.026 0.009 0.105 0.28
H 4.49457 3.66423 4.07438 0.042 0.021 0.200 0.43
H 4.01068 3.92372 6.23241 0.109 -0.051 -0.028 0.29
H 4.67442 2.49145 7.08792 0.092 0.232 0.130 0.17
H 2.93714 2.72700 6.97908 0.035 -0.018 -0.153 0.30
```
Positions in Å, forces in eV/Å.

[3]
Entry from the OMol25 dataset: a molecular structure, C54H38N5O10PPbS in a non-equilibrium geometry (ωB97M-V with the def2-TZVPD basis set).

For the energy above the lowest of the compared OMol25 structures with the same formula, charge and spin, the calculation gives 2.4904 eV. The HOMO energy comes out at -2.93 eV. The calculation puts the HOMO-LUMO gap at 6.20 eV. Its charge is -2.

Structure (XYZ):
```
110
Properties=species:S:1:pos:R:3:forces:R:3:mulliken_charge:R:1
Pb -0.24472 0.41443 -0.22058 -0.073 0.293 0.705 1.93
C -0.44908 5.01416 5.22861 0.016 -0.040 -0.049 -0.46
C -1.43521 5.41607 4.33772 0.119 0.137 0.092 -0.60
C -1.48197 4.88658 3.06271 0.106 -0.167 -0.261 -0.50
C -0.55363 3.91875 2.64700 -0.087 0.793 1.192 -0.01
C 0.43927 3.52946 3.55137 -0.222 -0.240 -0.335 0.27
C 0.48384 4.06912 4.82355 0.069 0.181 0.108 -1.09
N -0.76541 3.21473 1.45726 -0.322 -0.913 -1.180 0.88
N -1.36445 3.85899 0.57800 0.333 0.810 0.858 -0.94
C -1.98266 3.20242 -0.48379 -0.460 -0.749 -0.854 0.06
C -2.81581 4.06247 -1.22198 0.228 -0.055 0.317 -0.11
C -3.69084 3.56466 -2.15746 -0.177 -0.029 -0.170 -0.90
C -3.78246 2.19264 -2.34247 -0.059 0.065 0.096 -0.90
C -2.94708 1.33883 -1.64028 0.037 -0.195 0.016 -0.75
C -1.98938 1.82049 -0.75989 0.679 0.155 0.419 0.63
H -0.41237 5.42814 6.22848 -0.015 -0.030 0.018 0.38
H -2.17622 6.14387 4.64631 -0.007 0.004 -0.032 0.36
H -2.25188 5.18466 2.36439 -0.053 -0.060 0.040 0.43
H 1.16642 2.78772 3.25866 -0.213 -0.145 0.114 0.50
H 1.25478 3.74138 5.51004 0.011 -0.011 -0.010 0.41
H -2.76011 5.12335 -1.01146 0.009 -0.004 0.037 0.45
H -4.31339 4.23575 -2.73571 0.014 0.022 -0.001 0.32
H -4.48176 1.78751 -3.06460 -0.024 -0.026 0.037 0.46
H -3.02271 0.26873 -1.78759 0.088 -0.013 -0.102 0.89
C 5.97550 -0.23045 0.09708 0.028 -0.032 -0.001 -0.83
C 5.42179 -0.93026 -0.96436 0.068 -0.008 0.028 -0.68
C 4.12146 -1.40378 -0.89458 -0.066 0.039 -0.067 -0.21
C 3.33480 -1.19345 0.24152 0.053 0.046 -0.028 0.34
C 3.89979 -0.46769 1.29103 -0.028 -0.008 -0.080 -0.51
C 5.20189 0.00571 1.21965 0.068 0.049 0.117 -0.54
P 1.61335 -1.87635 0.37828 0.037 0.310 0.780 1.42
C 2.03706 -3.52987 1.07954 -0.187 -0.105 -0.120 0.44
C 1.06213 -4.20356 1.81545 0.033 0.006 -0.142 -0.21
C 1.35548 -5.41928 2.40982 -0.066 -0.047 0.046 -0.71
C 2.61836 -5.98260 2.27907 0.026 -0.022 -0.046 -0.63
C 3.57713 -5.33272 1.51841 0.061 -0.054 0.020 -0.60
C 3.28883 -4.11234 0.92087 -0.109 0.042 -0.007 -0.68
C 1.11999 -1.12067 2.04768 0.174 -0.199 -0.047 -0.19
C 1.53036 -1.58227 3.29962 -0.130 0.208 0.040 0.44
C 0.87717 -1.14937 4.44589 0.171 -0.141 0.082 -0.96
C -0.19661 -0.27736 4.35372 -0.130 0.108 -0.043 -0.90
C -0.58171 0.22012 3.11406 -0.026 0.175 0.101 -0.84
C 0.10446 -0.18506 1.98531 0.075 0.125 -0.896 0.38
H 6.99662 0.12989 0.05019 -0.008 0.038 -0.032 0.33
H 6.00451 -1.10611 -1.86088 -0.011 -0.006 -0.020 0.39
H 3.70260 -1.93689 -1.73347 -0.002 -0.035 -0.053 0.30
H 3.31579 -0.25473 2.17380 0.043 0.016 0.023 0.09
H 5.60962 0.56884 2.05103 -0.017 0.022 0.012 0.39
H 0.07853 -3.75780 1.89733 -0.010 -0.082 0.052 0.61
H 0.58751 -5.94073 2.96929 -0.009 0.028 0.033 0.47
H 2.85159 -6.92800 2.75606 -0.026 -0.016 -0.020 0.33
H 4.55598 -5.77843 1.38150 0.016 0.022 0.023 0.40
H 4.04122 -3.61239 0.32752 0.043 -0.041 0.005 0.30
H 2.34534 -2.29286 3.37663 -0.022 -0.027 0.026 0.55
H 1.19174 -1.52542 5.41377 -0.026 0.007 0.006 0.33
H -0.74658 0.01425 5.24175 0.017 -0.013 0.019 0.42
H -1.43677 0.88100 3.04302 0.035 0.136 -0.034 0.54
O -1.44940 -1.57690 -2.78160 0.066 0.157 0.049 -0.69
C -1.18083 -0.60766 -3.47107 -0.231 -0.441 -0.196 0.36
N -0.53460 0.49954 -3.05197 0.131 0.358 -0.215 -0.35
S -0.38401 1.61321 -4.21427 -0.116 0.138 -0.487 1.11
O 0.97526 1.83035 -4.65194 0.065 -0.219 0.010 -0.73
O -1.11403 2.82575 -3.93013 -0.150 -0.093 0.158 -0.66
C -1.22672 0.67865 -5.49519 0.103 -0.212 0.518 0.11
C -1.46973 0.95626 -6.82366 0.046 0.201 -0.047 -0.84
C -2.11301 -0.01595 -7.58129 0.041 0.086 0.052 -0.45
C -2.49401 -1.22544 -7.00630 -0.035 -0.061 -0.013 -0.56
C -2.23352 -1.49259 -5.66861 0.026 -0.030 0.028 -0.38
C -1.58667 -0.52314 -4.92268 -0.086 0.018 -0.160 -0.07
H -1.15900 1.89941 -7.25492 -0.018 -0.004 -0.041 0.46
H -2.31120 0.16981 -8.62997 -0.022 -0.011 -0.004 0.38
H -2.99156 -1.97001 -7.61596 0.000 -0.007 -0.004 0.39
H -2.50267 -2.43231 -5.20441 0.012 -0.010 0.021 0.53
O -1.59945 -2.55087 1.64521 -0.033 -0.014 -0.177 -0.74
C -2.38341 -1.97666 0.89189 -0.380 -0.156 0.103 0.04
O -2.18915 -1.06193 0.04049 0.388 0.239 -0.129 -0.16
C -3.86746 -2.37307 1.00789 0.171 0.102 -0.072 -0.20
C -4.22303 -3.57252 1.61521 0.035 0.101 -0.024 -0.31
C -5.55307 -3.91278 1.76266 -0.323 -0.072 0.020 -0.48
C -6.53459 -3.03902 1.30117 0.958 0.218 -0.102 -0.06
C -6.19101 -1.84124 0.67878 -0.357 -0.108 0.061 -0.39
C -4.85714 -1.51806 0.52955 0.098 -0.134 0.019 -0.40
N -7.92482 -3.38019 1.47188 -0.784 -0.163 0.084 1.00
O -8.77432 -2.60208 1.06314 0.148 0.015 -0.011 -0.64
O -8.20967 -4.43388 2.02275 0.152 0.044 -0.027 -0.65
H -3.43315 -4.22291 1.96522 0.012 0.024 0.036 0.48
H -5.85482 -4.83737 2.23245 0.025 -0.016 -0.004 0.47
H -6.97907 -1.19208 0.32602 0.029 0.034 -0.015 0.47
H -4.54698 -0.60683 0.03661 -0.035 0.028 0.014 0.51
C 4.27665 3.89226 1.12232 0.103 0.020 -0.075 -1.01
C 3.10442 3.37577 1.70506 0.016 -0.031 0.007 -0.47
C 2.28759 2.55300 0.98087 0.028 0.028 0.004 1.57
C 2.59476 2.17654 -0.34480 0.215 0.123 -0.051 -0.25
C 1.79791 1.26421 -1.08316 -0.733 -0.241 0.188 0.16
C 2.23241 0.82105 -2.29477 -0.032 -0.036 0.132 -0.34
C 3.39487 1.35721 -2.88783 0.116 0.044 0.015 -1.00
C 4.13780 2.29442 -2.23671 0.091 -0.085 -0.125 -1.00
C 3.78723 2.69661 -0.92876 -0.263 -0.098 0.160 1.35
C 4.59797 3.56664 -0.16648 0.081 0.089 0.037 -1.01
H 4.92215 4.54445 1.69909 0.004 0.010 -0.014 0.35
H 2.85709 3.63483 2.72785 0.094 0.040 -0.112 0.35
H 1.38153 2.15154 1.41081 0.033 -0.031 0.076 -0.87
H 1.68015 0.06241 -2.82585 0.039 -0.012 -0.039 0.79
H 3.67426 1.01761 -3.87707 -0.003 0.027 -0.010 0.43
H 5.02306 2.72023 -2.69800 0.018 -0.015 0.022 0.33
H 5.49943 3.96495 -0.62131 0.008 -0.022 -0.008 0.36
O 0.82317 -3.89108 -3.19796 -0.014 -0.062 0.240 -0.75
N 0.91396 -3.64261 -1.99485 0.158 0.166 -0.232 0.78
O 0.14881 -4.10012 -1.14921 0.142 0.098 -0.104 -0.57
O 1.87945 -2.86174 -1.62001 -0.108 -0.350 -0.390 -0.41
```
Positions in Å, forces in eV/Å.